Entry 1:
A 7-piece molecular cluster, C31H72N2O13 overall at a distorted geometry, computed with the ωB97M-V functional and the def2-TZVPD basis.

```
! wB97M-V def2-TZVPD RIJCOSX def2/J DEFGRID3
* xyz 0 1
C -3.80299 3.05263 -6.26198
O -5.63535 0.63654 0.26475
H 9.45449 -0.33886 3.51743
H -0.53978 4.30524 2.45032
O -2.72299 -0.64576 4.69916
O -4.50841 -2.65126 3.49566
H 4.53915 -0.31494 0.25057
H 6.84983 0.22323 3.53962
C -4.89764 -1.66115 2.55120
H 6.78351 0.99921 1.25887
H -1.47371 -2.24141 4.88326
O -2.04795 -0.16548 -2.70741
H 0.61912 -1.38629 -3.68570
H -4.34611 -0.29001 -1.00938
H -2.25941 -4.20527 -0.04511
H -0.18815 -3.20900 0.10532
H 6.44395 -0.10917 -3.29547
H -4.48479 3.00978 -5.41232
H -1.07580 4.27713 4.14187
H 10.76674 0.87523 3.48812
C -4.57647 0.72951 -0.68728
C 0.97251 2.75542 5.88013
H -2.87502 -3.84708 3.68459
O 0.96908 4.01961 3.79774
H -1.92530 0.19410 -4.84798
O 5.39343 0.08165 -1.56343
C 2.39340 0.69424 -2.59417
O 7.50079 -0.85803 1.87496
H -4.76973 -2.05035 1.53585
C 4.37402 0.16252 -3.77426
H -6.12263 2.65098 0.00359
C 1.25111 4.08634 5.19318
H -4.72137 -0.78974 5.29373
H -4.89430 1.29572 -1.56905
H -5.95426 -1.43969 2.70874
O -3.53593 2.70609 0.28969
O -4.27383 2.14892 -7.25284
H -1.01737 -6.96431 -0.53107
N -1.20061 -1.51207 -0.89779
H -2.99415 0.75799 0.80058
H -2.14276 -1.89289 -0.71045
H 4.42126 1.25670 -3.78815
C -3.77843 2.87084 1.67973
H 5.44261 -1.51411 -2.90160
C -3.30215 1.89255 -8.26316
H 6.75964 -1.54552 3.64976
H 0.68609 4.89710 5.66562
H -2.79884 2.79176 -5.91987
H 0.77535 -1.82429 -0.43105
H -0.29128 1.74368 3.89840
C 8.94776 1.05189 1.43145
H -3.33429 -0.26361 -8.00999
H -3.80267 4.07127 -6.66232
O 3.08670 -0.28450 -3.35858
O 8.95309 1.54769 2.76775
C -2.60730 0.55546 -8.03893
C 5.47384 -0.41919 -2.89557
H -3.83617 1.85556 -9.21762
C -2.45956 -0.07251 -5.76120
H -4.32421 -0.73992 2.66744
O -0.41703 2.44423 5.86660
H -3.11714 -4.05492 -1.67965
C -3.83384 -0.17250 5.45035
H 1.55727 1.94930 5.42342
C -1.16341 -5.06455 -1.79500
O -1.81615 0.57328 -6.85530
H -2.52392 1.32267 -0.80776
H 9.80758 0.39615 1.25553
H 1.54767 0.20519 -2.10701
H 1.32783 -3.27757 -2.39897
H -2.40430 -1.15864 -5.89457
H 2.01036 1.47389 -3.25998
H -7.22638 1.46762 -0.75585
C -0.28243 4.60614 3.46633
C -0.46373 -6.45918 -1.39900
H -2.83679 2.77348 2.23066
H -2.57344 2.70858 -8.31752
H -3.10500 -5.71384 -0.75013
H 9.04644 1.91786 0.76964
N -0.71029 -4.23949 -2.71026
H 9.45116 1.00874 4.67349
C -0.20174 -1.91928 -3.11628
H -3.50248 0.23413 -5.66112
H 3.02896 1.14292 -1.82860
C -3.32663 1.34022 -0.06673
C 6.62916 -0.69148 2.98448
H 0.62874 -6.34202 -1.12912
H -4.17233 3.87697 1.83718
C -3.09399 -2.77851 3.58900
H 5.59103 -0.67029 2.63808
H 5.49799 -1.64387 -0.43461
H 4.51945 -0.19153 -4.79955
H -3.57927 -0.15678 6.51449
C 7.64239 0.33660 1.10798
C 9.69559 0.71746 3.65027
H -1.83319 1.49811 4.73892
H -0.61992 -7.16703 -2.28829
C -2.55019 -2.05541 4.81392
H -7.22320 1.68574 1.00686
H -4.05348 0.84568 5.12720
H -4.50268 2.14579 2.05710
H 7.65566 0.04019 0.05528
C -2.53798 -4.76663 -1.00309
H -0.19895 5.69679 3.50006
C 0.20398 -3.19206 -2.18812
H 3.87498 -1.27309 -1.08771
C -0.07953 -2.50568 -0.77948
C -1.27043 -1.03749 -2.30158
H 1.27217 2.83267 6.93017
H -2.60844 -2.41720 2.67489
C -0.75121 1.49745 4.85794
H -3.01516 -2.43151 5.73142
H -0.43537 0.49923 5.17413
C 4.78913 -0.84393 -0.66975
H -1.92628 0.36907 -8.87568
C -6.59593 1.67259 0.11484
H -0.87713 -2.33164 -3.94777
H 2.31606 4.31723 5.29294
*
```

Output
SMILES: CC(C)=N[C@@H]1CNC(=O)C1.COCCOC.COCCOC.COCCOC.COCCOC.COCCOC.COCCOC
E_tot: -2311.56589 Ha
Kohn-Sham gap: 7.7816 eV



Entry 2:
A 6-piece molecular cluster, C31H72N2O8 overall at a distorted geometry, computed with the ωB97M-V functional and the def2-TZVPD basis.

```
! wB97M-V def2-TZVPD RIJCOSX def2/J DEFGRID3
* xyz 0 1
H 2.92394 -0.04625 -0.75829
H -3.90966 -2.13363 -3.02471
C 3.76126 -0.47765 -0.20776
H 7.65892 1.70474 10.23015
H 2.76229 -1.96299 3.23334
H -6.78092 -2.21727 -3.10928
C -6.55121 4.83346 -1.33194
H 10.01992 0.91666 8.30091
H -2.64256 1.25456 -2.99800
H -5.03552 -2.31373 -0.92719
H -6.51718 0.32523 -0.83384
C -0.50029 -0.91832 -7.91787
H -10.43424 4.05303 -1.88489
C 3.84886 -1.97111 -0.46802
C 1.92262 -0.10604 3.90464
H -2.40679 -0.04991 -5.39325
C 4.80295 0.20533 4.62149
H 2.91612 -1.71130 4.96370
C -3.09303 -0.00225 -1.31833
H -9.37041 5.01665 -2.92696
H -0.45891 -2.00699 -7.79831
H 9.89568 2.69173 9.68625
C -5.86908 -1.69978 -2.83136
C -2.13059 0.90160 -2.10644
O 7.96937 1.20672 8.24285
C -5.59988 -0.24604 -0.70131
H 6.90643 2.71728 9.01004
H -1.09756 -2.29648 -2.77563
C -1.03681 -3.12606 -0.80289
H 0.92095 -0.53208 3.96378
H 5.43588 -1.22489 6.10764
O -4.26506 1.70358 -0.48393
C -4.49657 0.56722 -1.35214
H -4.83609 -3.42690 -3.10229
H 3.92370 -0.41372 6.51215
C -6.42206 4.37327 0.10935
H 3.62198 -0.29002 0.85770
H 2.01737 0.43719 2.96338
H -2.98223 -0.28299 -7.03406
H 2.97634 -2.46652 -0.03960
H -3.42846 -2.25630 -5.53783
C 4.90362 -1.80931 -2.61326
H 9.04774 -0.30225 7.49534
C -1.33196 -0.54619 -9.13436
C 2.96733 -1.20664 3.99229
H 9.21751 0.10215 10.52873
H 4.21701 1.12974 4.56394
H 4.66674 0.04603 -0.51867
H -1.42411 0.53749 -9.21519
H -2.61802 -3.70221 -1.93809
O 4.28626 -0.76647 3.72992
C -0.44934 -2.25099 -1.90152
O -0.93278 -0.30324 -6.72000
H 5.79833 0.43952 4.24408
H 5.44867 0.45869 6.66112
H -0.93316 -0.27144 -3.51823
H 9.18019 3.59349 8.35062
H 0.83292 -0.61648 -1.52037
H -0.52761 -4.09107 -0.80793
H 6.27036 -3.39523 -2.09118
H -1.85582 1.76655 -1.51213
H -5.56350 5.06725 -1.72916
H -8.40643 2.90646 -0.91939
H -2.95061 -0.99129 -1.73384
C -0.24268 -0.76182 -1.52317
H -6.74680 -2.01784 -0.88894
C 7.82341 2.18220 9.25752
C 9.08619 0.34722 8.37001
H 0.50750 -2.65816 -2.20955
C -0.83393 0.21130 -2.55033
N -2.47685 -3.31357 -1.01803
C -9.43818 4.48704 -1.97607
O -3.09756 1.88546 1.48548
H -0.87868 -2.65560 0.16154
H 7.03071 -2.00491 -2.88739
H -9.32259 5.21988 -1.17621
H 4.72780 -2.39729 0.02761
H -2.33846 -0.96440 -9.08258
O -7.07509 3.84179 -2.20086
C 6.26891 -2.30736 -2.16846
H 6.55243 -1.90283 -1.19561
O 3.83142 -2.31648 -1.84232
H 4.88074 -0.71372 -2.63080
C -8.38269 3.39629 -1.90013
H 2.02297 0.61521 4.71707
H 9.86543 -1.24272 9.59580
H -1.67681 -2.46998 -5.32254
H -4.78275 0.84810 -2.35630
C 4.90700 -0.27214 6.05962
C -2.45241 -2.10632 -6.00080
H -0.10955 1.00705 -2.70592
H -8.60146 2.62747 -2.64249
H 0.52539 -0.57768 -8.06020
H -0.58902 -0.53557 -0.52076
H 4.70767 -2.14471 -3.63189
H -5.44955 -0.33912 0.36891
C -3.37687 1.29712 0.45504
O -2.83340 0.09039 0.08158
H -2.41269 -2.71674 -6.90516
C 8.97873 3.16661 9.33369
H -7.14387 5.75331 -1.39605
H -5.89068 3.42368 0.14987
H -5.89833 -0.71216 -3.27510
H 8.73796 3.97438 10.02499
C -5.80871 -1.64238 -1.29042
N -4.77252 -2.47424 -3.43492
H 8.11176 -1.01525 9.73017
H -0.86165 -0.92758 -10.04097
C -2.24523 -0.63266 -6.30235
C 9.06800 -0.50030 9.63129
H -2.88516 -3.91796 -0.32407
H -7.39756 4.23251 0.57972
H -5.87505 5.11095 0.69652
*
```

Output
SMILES: NCCCCC[C@H]1OC(=O)O[C@@H]1CCCN.CCOCC.CCOCC.CCOCC.CCOCC.CCOCC
E_tot: -1935.68540 Ha
Kohn-Sham gap: 10.1741 eV



Entry 3:
C31H73F3N6O16Zn as an isolated structure at a distorted geometry, computed with the ωB97M-V functional and the def2-TZVPD basis.

```
! wB97M-V def2-TZVPD RIJCOSX def2/J DEFGRID3
* xyz 2 1
H 8.74363 7.19355 1.53037
H -10.39550 4.84976 -7.57905
O -5.69919 -5.34570 -6.33779
O 4.86638 3.48583 10.23333
H -8.58525 1.93443 -8.13455
H 5.99649 2.93667 7.13700
O -2.53925 1.28395 11.47661
H 10.35696 6.96176 -0.31233
H 3.39171 0.98470 -7.27844
N -0.72359 2.52214 10.95733
H 2.97330 -9.45458 6.33739
C -9.52083 4.42919 -7.08288
H 5.33918 -5.38218 -5.68249
H 7.97470 7.17437 -0.05487
N -10.98603 3.03598 -5.71707
F 1.20792 -0.45376 4.10856
C -0.91130 4.89623 0.68979
H -12.50532 2.64427 -2.59272
H -4.28498 -7.07353 -4.24831
C 4.36095 -6.30076 -3.64016
H -11.81521 -0.02227 -4.04258
O 5.54609 -5.61733 -3.18534
C 3.99834 -9.41354 6.70576
O 0.13080 2.14249 -6.22011
C -11.74791 0.70496 -4.85172
H -9.10231 0.88185 -7.06209
H 0.17404 4.26264 2.57842
O -1.99952 5.23909 0.24701
H 12.35624 -1.21714 2.76562
N -4.47499 -6.72320 -5.17636
O 4.86548 -6.15664 -5.99463
O 9.62976 5.06182 -0.90231
H -9.29484 5.21835 -6.36576
N 4.37738 -7.24946 7.74590
C 5.35622 3.51927 7.79936
H 11.31009 -2.94054 0.10542
H 13.14583 -1.96559 1.17154
O 5.89511 4.85387 7.58854
H 2.27224 -0.47509 -6.03227
H 3.68451 -5.45870 -3.78676
C 1.91187 -1.33980 3.38563
H -12.82135 0.64585 -5.03156
H -0.00965 -0.30821 10.45885
H -6.29831 -6.65536 -3.64244
H 10.15696 5.15940 -1.69865
F 1.50035 -2.57022 3.68210
H -8.00181 1.78877 -3.42507
C -9.61299 2.98141 -6.41758
H -0.73404 -1.63635 2.57710
H -9.87823 3.05570 -3.07189
N 10.60468 -2.36591 0.54394
C 1.93921 -1.12761 1.81157
C -8.72825 1.77263 -4.23755
H -8.29569 3.83160 -4.72372
H 12.91025 -0.34076 1.34061
H 5.82241 -4.91907 -3.78340
H -3.89569 -6.81473 -5.99863
H 0.21998 0.06561 12.09182
H -1.26218 -0.76278 11.61617
C 5.46492 2.78719 9.16598
H 9.66736 -2.34701 0.16821
O -12.09179 3.40344 -6.48325
C -9.44212 1.83456 -7.46829
C -0.56415 0.02602 11.33573
N 0.08667 4.73284 -0.15016
C -12.44381 2.89636 -3.65138
H 2.54194 1.17812 -5.42330
H 3.61183 -7.64343 -5.31226
H 0.40080 2.18078 -7.14056
C 2.00547 0.57456 -6.15543
H -8.71331 4.35151 -7.81087
C 8.54678 6.57590 0.65411
C -0.42067 -1.88564 1.56332
H -2.38706 -1.96502 1.03720
O 2.44119 0.97976 -7.41296
O 7.73693 5.45147 1.02960
H 4.32764 3.50353 7.43895
C -10.08121 2.09471 -3.54452
C 4.44663 -7.04147 -4.95326
H -0.75863 5.77473 2.62075
H -1.54185 4.31969 2.76824
H 4.43003 -6.62078 8.53464
C 9.81441 6.07926 0.02669
H 5.29659 5.60318 7.54500
H 0.28740 0.77875 -4.74824
H -0.05796 4.92693 -1.13073
O 2.70690 -0.14302 1.13774
H 10.48708 5.68094 0.78627
C -11.27408 2.17400 -4.47467
H 0.81699 4.05748 0.02484
H 0.21682 2.58889 10.59501
C -1.31843 1.39292 11.30328
H -8.79851 0.72534 -4.53142
H -10.23966 1.74789 -8.20620
H 4.63998 -9.09628 5.88372
H -7.55540 2.78578 -5.75457
O 10.34339 -0.21961 1.16039
H -13.47318 2.80999 -3.99929
C -6.48176 -5.70181 -4.13760
H -1.34425 3.29236 10.75332
H 6.49027 2.61513 9.49333
H -0.35322 -2.96540 1.43039
C -1.48378 -1.50099 0.64113
Zn 7.11939 2.57119 -0.95228
C 0.47508 0.92284 -5.81224
F 3.17737 -1.20207 3.86919
H 5.17381 -7.83842 -4.79773
H -7.49377 -5.73205 -4.54136
H -1.20904 -1.88853 -0.33990
O 0.68203 -1.01278 1.14020
O 3.49485 -8.80444 8.96263
C 3.94960 -8.47542 7.92956
H 4.29744 -10.42995 6.96178
H -6.37741 -4.81289 -3.51548
H 5.06746 1.78523 9.00416
H 3.99539 -6.96002 -2.85285
C -0.71944 4.76614 2.20928
C -5.54652 -5.93769 -5.28310
H -10.22328 1.48431 -2.65271
H 5.06338 2.90579 10.97248
C 11.05751 -1.22904 1.11418
C -8.52323 2.91653 -5.27051
C 12.47244 -1.27820 1.68356
H 7.60946 5.46664 1.98098
H -1.57507 -0.42740 0.47629
H 4.62733 -7.08917 6.78054
H -0.07595 0.12533 -6.31069
H -12.46004 3.98563 -3.68760
H -11.34350 0.05024 -5.62366
H 2.40662 -2.08265 1.57171
*
```

Output
E_tot: -4835.16631 Ha
Kohn-Sham gap: 1.0357 eV



Entry 4:
A 9-piece molecular cluster, C31H73F7O10 overall at a distorted geometry, computed with the ωB97M-V functional and the def2-TZVPD basis.

```
! wB97M-V def2-TZVPD RIJCOSX def2/J DEFGRID3
* xyz 0 1
O -2.65569 -4.50803 -0.23601
C -2.17955 11.48745 7.16431
H 2.01571 -1.23327 -2.49256
C 0.92830 -4.92459 -6.19261
C -2.62314 -0.57967 -0.49235
H -1.39189 7.50938 2.80017
C -3.04488 -3.99282 -8.40742
H 0.90986 1.84117 0.18117
H -4.82526 -5.13187 -7.92802
H -0.75888 -2.63325 4.36686
H 0.21241 5.59562 3.08267
C 5.21240 1.18631 -2.89551
C -1.62585 10.74710 5.95710
H 1.16211 7.91091 2.85549
H 1.44136 -3.14699 1.34881
H 5.76874 1.47768 -1.94114
F 7.05512 -2.86283 -0.03408
C 1.64948 2.79901 4.86966
F 6.78525 -3.43008 -2.18110
H -2.60546 -5.22966 -6.96048
H -3.12519 -0.11970 0.36313
H 0.04450 6.28070 5.83123
C -2.34357 -6.57538 0.95153
F 6.93433 -1.23667 -1.56119
H 3.87710 0.90165 -1.05842
H 1.81475 -4.90600 -6.83168
H 0.05439 0.75260 2.57603
C -1.29113 6.98033 3.75160
C -3.34302 -2.82405 -7.48125
C -3.34758 -5.54538 0.46190
H 1.03320 -4.34508 4.13979
C -4.31873 -4.72095 -8.80712
H -4.94199 -6.96001 0.05582
O 4.54766 -0.09364 -2.74870
H -1.48589 0.06273 -1.94479
C -1.62173 -1.61317 -0.00282
H 2.21777 -4.59673 1.96468
C 1.80024 -3.63110 2.26185
H -0.67324 -4.17371 1.88193
O -0.02377 -4.17809 -4.11162
H -3.90997 -6.60190 -1.34504
H 0.81375 -1.84329 4.13050
H 2.60022 -3.02115 2.68875
O -1.65055 9.34265 6.20844
H -0.87762 -1.14717 0.64975
H -3.17858 -1.63398 -2.30238
H 1.36232 0.31239 3.66262
H -2.11847 -2.41323 0.54807
H 2.16676 2.17819 -1.16604
O 0.16138 5.63679 5.12056
H -2.20927 -4.90539 -0.99480
C 1.18843 7.37053 3.80514
H -4.08880 -5.56449 -9.46302
H -3.81592 -3.16979 -6.55661
C -4.38467 -6.17235 -0.45700
C 1.19623 1.64897 -0.91258
H 1.36890 -3.10082 -5.14214
H -4.36354 -0.45128 -1.76872
H -2.83605 -7.37672 1.50802
C 6.40769 -2.47176 -1.21320
H -2.53248 -3.63086 -9.30256
F 4.19984 -2.91553 -2.32625
H -2.03036 10.50416 3.84711
H -5.09172 -5.41694 -0.81019
H 3.24747 -4.70589 -4.68523
O -2.16241 -4.90319 -7.75396
H 0.08764 -4.50246 -6.74829
H -2.15773 12.56881 7.00864
C 3.71237 -0.11444 -1.56631
H -3.47283 10.73332 4.82319
H -1.59813 11.25122 8.05909
H -1.79675 -7.01839 0.11244
H 2.66882 2.06857 2.62596
F 2.98345 -1.67508 0.19780
H -4.21381 -1.99623 -0.90505
H 0.13627 3.10725 3.37485
H -2.41850 -2.31718 -7.19327
C 0.66519 -3.82026 3.25409
H 0.95882 2.66623 5.70551
H 0.67406 -5.96782 -5.97847
H -4.00466 -2.09857 -7.96108
H -2.56972 9.08130 6.34917
H -3.84737 -5.08350 1.31758
O -1.93387 0.45915 -1.18678
C -2.43212 11.05110 4.70405
H 2.16659 6.89365 3.90911
H -0.20628 0.80925 4.33216
H 2.53329 2.17575 5.04407
C 4.81787 -2.52163 -1.11689
H -2.41794 12.11940 4.47472
C 2.19593 -0.19568 -2.05960
H 4.41551 1.94882 -3.19523
H 0.32267 2.07481 -1.52744
H 2.11333 -5.76661 -3.82234
H -0.58178 11.02993 5.79979
H -1.60184 -6.10404 1.59877
H 2.09484 0.52723 -2.95034
C 0.07872 6.33362 3.87842
O -0.34605 -4.63584 2.66686
H 1.09996 8.09436 4.62162
H -5.00957 -4.05235 -9.32669
C 0.06424 -2.48530 3.66263
C 4.13277 -1.21630 -0.50383
C 2.31910 -4.73032 -4.10926
H 1.99057 3.83621 4.86016
H -0.35140 -1.96256 2.79562
H -1.46337 7.69038 4.56626
H -0.21402 -5.10017 -3.89852
H 2.46723 -4.17002 -3.18397
C 0.51822 0.99718 3.53578
F 4.52292 -3.57786 -0.20960
F 4.95767 -0.62648 0.48914
H 5.96743 1.05078 -3.74505
C 1.16209 -4.14825 -4.90633
C 0.98720 2.44345 3.54891
C -3.65649 -1.20665 -1.41501
O 1.91256 2.65137 2.48099
H -1.07435 -2.05474 -0.84177
H -3.21159 11.18472 7.36790
O 1.22125 0.21592 -1.09295
H -2.07983 6.22570 3.81714
*
```

Output
SMILES: COC[C@H](OC)C(F)(F)C(F)(F)C(F)(F)F.CC(C)O.CC(C)O.CC(C)O.CC(C)O.CC(C)O.CC(C)O.CC(C)O.CC(C)O
E_tot: -2676.29737 Ha
Kohn-Sham gap: 10.1326 eV



Quick rundown of E_HOMO, same order as above: -8.1; -9.4; -11.4; -9.7 eV